The following is a quantum chemistry calculation of 2 unconnected molecules or ions with the total composition C2H4NP, from the Open Molecules 2025 dataset.

Output
- ΔE to the lowest compared entry with this formula, charge and spin: 305.6 kJ/mol
- Spin multiplicity: 1
- Highest occupied orbital energy (alpha / beta): -0.2995 / -0.2993 Ha
- Largest force on an atom: 0.0749 hartree/bohr
- HOMO-LUMO gap (alpha / beta): 8.25 / 8.24 eV
- LUMO level (alpha / beta): 0.0036 / 0.0036 hartree
- Molar mass: 73.03 Da

Element x y z (Å)
C: -1.68 -1.04 -1.48
C: 0.47 0.15 0.72
N: -2.45 -0.98 -0.51
P: -0.90 -1.95 -0.15
H: -1.63 -0.75 -2.58
H: -0.34 0.78 0.73
H: 1.22 -0.06 0.02
H: 0.72 0.17 1.76